# 1
4 unconnected molecules or ions with the total composition C54H41IN2O10S3 at a distorted geometry. Source: the Open Molecules 2025 dataset; level of theory: ωB97M-V/def2-TZVPD.

The geometry in XYZ format:
```
111
Properties=species:S:1:pos:R:3:forces:R:3
C 6.7316 -2.0298 0.5872 -0.57 -0.53 -1.17
C 5.2591 -2.1939 -0.1886 1.42 1.52 0.64
I 3.8942 -3.5629 0.9229 0.87 0.56 -0.86
C 4.5494 -0.7180 -0.1126 0.66 -0.87 -0.33
C 3.6304 -0.3170 -1.4083 1.39 3.53 -1.41
C 3.6268 1.3214 -1.4660 -0.57 1.17 -0.91
C 2.3077 2.0411 -0.8132 0.13 0.82 0.36
C 1.9769 1.6235 0.7367 0.14 -0.67 -0.59
S 0.0984 1.8979 0.9549 1.08 -1.06 -0.74
C -0.8613 0.6860 -0.1371 -0.33 -0.65 -2.27
S -1.5229 1.3328 -1.5787 1.24 -1.58 3.06
N -1.0998 -0.7697 0.1980 -1.40 -3.16 0.95
C -2.4310 -1.4631 -0.0107 0.06 -3.91 1.26
C -2.3898 -3.0331 0.4986 4.31 6.70 -0.72
N -0.9462 -3.1753 0.9878 -0.75 5.47 -1.98
C -0.2190 -1.8431 0.7982 -3.73 -2.53 -0.04
C 4.1707 -0.7734 -2.9235 1.29 -3.37 0.96
O 3.1835 -0.5733 -4.0363 -1.11 -0.03 4.83
S 1.7169 -0.6607 -3.1054 -7.21 0.99 -4.86
O 0.7248 -1.8170 -3.4168 5.36 2.75 2.28
O 0.9548 0.5716 -3.6509 3.54 -2.98 3.07
O 2.2138 -0.7073 -1.4709 0.66 -0.35 -2.44
H 7.3911 -1.3667 -0.1542 -1.36 -1.26 1.82
H 7.2164 -3.0982 0.6112 -0.86 2.19 0.32
H 6.6121 -1.5375 1.6529 0.31 -1.13 -2.27
H 5.5102 -2.5745 -1.2657 -0.90 0.62 2.13
H 5.4382 0.0747 -0.0518 -2.06 -1.62 -0.45
H 3.9980 -0.6556 0.9237 0.80 0.01 -2.30
H 4.5894 1.8326 -1.0224 -1.83 -1.35 -0.77
H 3.6220 1.6097 -2.6245 -0.08 -0.44 2.48
H 1.3167 1.9050 -1.4353 2.29 0.04 1.03
H 2.5255 3.2136 -0.8075 -0.50 -2.54 -0.06
H 2.5335 2.3206 1.5224 -1.46 -1.58 -1.58
H 2.1457 0.4903 0.9912 0.00 2.29 -0.57
H -3.4163 -1.0108 -0.4556 2.63 -0.38 0.93
H -3.2486 -3.8334 0.5100 2.21 1.84 0.02
H 0.9004 -1.6778 1.0975 -2.58 -0.37 -0.74
H 4.1171 -1.9615 -2.8256 0.92 2.36 -0.25
H 5.2419 -0.3914 -3.2423 -2.50 -0.63 0.71
O 1.6587 -3.3763 -8.3244 -0.61 -0.05 -0.23
C 0.4785 -3.4305 -8.6477 1.31 0.11 0.48
C 0.0924 -3.8975 -9.9949 0.16 -0.24 -0.61
C 1.0832 -4.3003 -10.8997 -0.10 -0.12 -0.29
C 0.7240 -4.7803 -12.1599 -0.01 0.13 0.35
C -0.6211 -4.8610 -12.5194 -0.18 0.15 0.31
C -1.6089 -4.4436 -11.6259 0.23 -0.11 -0.24
C -1.2511 -3.9550 -10.3635 0.22 -0.27 -0.57
C -2.3018 -3.4991 -9.4317 -1.45 0.05 -0.27
O -3.4781 -3.4983 -9.7760 0.70 -0.02 0.15
C -1.9176 -3.0511 -8.0786 -0.23 0.20 0.49
C -2.9099 -2.6505 -7.1740 0.05 0.08 0.28
C -2.5592 -2.2576 -5.8815 0.06 -0.17 -0.47
C -1.2210 -2.2639 -5.4891 0.01 -0.08 -0.21
C -0.2292 -2.6490 -6.3937 -0.25 0.09 0.18
C -0.5778 -3.0385 -7.6935 -0.12 0.19 0.61
H 2.1349 -4.2454 -10.6240 -0.31 0.04 0.11
H 1.4944 -5.0970 -12.8596 -0.13 0.06 0.14
H -0.9016 -5.2471 -13.4968 0.03 0.08 0.18
H -2.6567 -4.5046 -11.9154 0.22 0.10 0.23
H -3.9572 -2.6478 -7.4717 0.31 -0.08 -0.10
H -3.3314 -1.9508 -5.1794 0.14 -0.06 -0.14
H -0.9485 -1.9668 -4.4787 -0.16 -0.09 -0.43
H 0.8136 -2.6480 -6.0803 -0.24 -0.03 -0.20
O -5.8655 6.8607 1.3458 0.46 -0.24 0.51
C -5.0880 6.4441 2.1956 -0.93 0.47 -1.04
C -4.2535 5.2550 1.9277 0.19 -0.46 -0.39
C -4.3386 4.6138 0.6850 0.21 -0.23 -0.06
C -3.5245 3.5141 0.4100 -0.16 0.27 0.23
C -2.6249 3.0532 1.3708 -0.46 0.34 0.37
C -2.5512 3.6798 2.6159 -0.03 -0.20 -0.35
C -3.3716 4.7790 2.8971 0.20 -0.41 -0.41
C -3.2995 5.4243 4.2232 0.90 -0.55 1.04
O -2.5645 4.9724 5.0936 -0.43 0.25 -0.52
C -4.1187 6.6244 4.4841 -0.18 0.48 0.41
C -4.0310 7.2659 5.7267 -0.16 0.27 0.05
C -4.7761 8.4205 5.9708 0.15 -0.30 -0.17
C -5.6082 8.9370 4.9779 0.04 -0.27 -0.31
C -5.7081 8.2909 3.7438 0.01 0.17 0.30
C -4.9655 7.1286 3.4981 -0.16 0.52 0.41
H -5.0345 4.9714 -0.0719 0.13 0.05 0.30
H -3.5886 3.0201 -0.5571 0.00 0.10 0.17
H -1.9814 2.2040 1.1518 -0.89 0.45 0.26
H -1.8502 3.3113 3.3630 -0.19 0.22 -0.06
H -3.3798 6.8713 6.5049 -0.11 -0.03 -0.32
H -4.7037 8.9194 6.9348 0.00 -0.11 -0.18
H -6.1817 9.8423 5.1648 0.10 -0.18 -0.06
H -6.3625 8.6989 2.9752 0.20 -0.26 0.09
O -0.3931 -0.8714 8.8733 0.46 -0.20 -0.53
C 0.3595 -1.1923 7.9618 -0.93 0.41 1.07
C 1.4440 -2.1678 8.1951 0.33 -0.41 0.40
C 1.5975 -2.7441 9.4628 0.22 -0.22 0.03
C 2.5944 -3.6962 9.6806 -0.22 0.25 -0.16
C 3.4376 -4.0759 8.6367 -0.12 0.23 -0.29
C 3.2977 -3.4900 7.3775 0.06 -0.16 0.30
C 2.3029 -2.5294 7.1580 0.27 -0.42 0.40
C 2.1738 -1.9020 5.8277 0.87 -0.32 -1.07
O 2.9631 -2.1794 4.9321 -0.41 0.17 0.48
C 1.0780 -0.9420 5.5889 -0.23 0.35 -0.43
C 0.9244 -0.3681 4.3200 -0.32 0.23 0.04
C -0.1287 0.5145 4.0755 0.15 -0.27 0.26
C -1.0294 0.8255 5.0937 0.18 -0.26 0.38
C -0.8697 0.2657 6.3632 -0.07 0.16 -0.29
C 0.1899 -0.6162 6.6130 -0.36 0.38 -0.42
H 0.9394 -2.4566 10.2810 0.06 0.03 -0.32
H 2.7093 -4.1460 10.6643 -0.04 0.10 -0.18
H 4.2064 -4.8273 8.8031 -0.14 0.15 -0.05
H 3.9629 -3.7876 6.5687 -0.25 0.20 0.10
H 1.6208 -0.6100 3.5187 -0.06 -0.09 0.29
H -0.2487 0.9560 3.0885 0.04 -0.23 0.43
H -1.8559 1.5059 4.9006 0.13 -0.12 0.09
H -1.5755 0.5162 7.1536 0.29 -0.16 -0.08
```
Forces are in eV/Å.

## Properties
frontier orbital gap	6.72	eV
E	-4436.1308	a.u.
2S+1	1
charge	0
HOMO	-8.423	eV
M	1101.031	g/mol

---

# 2
9 unconnected molecules or ions with the total composition C54H43N4O37P at a distorted geometry. Source: the Open Molecules 2025 dataset; level of theory: ωB97M-V/def2-TZVPD.

The geometry in XYZ format:
```
139
Properties=species:S:1:pos:R:3:forces:R:3
N -3.3769 2.1653 -1.8447 -0.09 -0.59 -0.22
P -2.5540 0.8583 -1.7827 -0.68 1.38 0.95
O -1.5678 0.7321 -2.9919 0.44 -0.83 -0.21
O -1.6602 0.8334 -0.4424 0.27 -0.77 -0.67
C -3.4959 -0.6675 -1.7603 0.98 0.06 -0.30
C -4.7870 -0.8304 -1.4874 -0.21 0.29 0.17
C -5.7528 0.2586 -1.1696 -0.57 -0.87 -0.32
C -7.2642 -0.0935 -1.2194 -0.30 1.08 0.82
N -7.6812 -0.8582 -0.0651 -0.35 -0.26 -0.28
N -7.6939 -0.7385 -2.4214 -0.02 -0.28 -0.23
N -7.9673 1.2178 -1.1580 0.47 -0.13 -0.29
C -5.0366 -2.3088 -1.5685 -0.72 -0.75 0.09
O -5.9821 -2.9692 -1.2526 0.75 0.49 -0.32
O -3.8928 -2.9078 -2.0623 0.15 -0.30 0.35
C -2.8814 -1.9779 -2.0700 1.14 -0.13 -0.55
O -1.7353 -2.2483 -2.3154 -1.42 0.13 0.35
H -3.1504 2.7002 -1.0127 -0.43 0.46 -0.17
H -1.6701 1.5359 -3.5122 0.14 0.28 -0.26
H -2.2465 0.5773 0.2740 0.12 -0.03 0.55
H -5.5067 0.6743 -0.2019 0.06 0.25 0.34
H -5.5715 1.0277 -1.9017 0.22 0.44 -0.18
H -7.0899 -0.6913 0.7290 0.08 -0.10 0.24
H -7.7732 -1.8410 -0.2631 0.25 -0.22 0.03
H -7.4705 -0.1736 -3.2269 -0.05 0.06 -0.25
H -7.2985 -1.6573 -2.5481 -0.11 -0.19 0.08
H -8.4569 1.3431 -2.0320 -0.39 -0.01 -0.03
H -7.2940 1.9702 -1.1114 0.03 0.21 0.10
O 0.2379 -1.1686 -6.2529 0.06 0.03 -0.29
C 1.0920 -1.2591 -5.3918 -0.17 -0.04 0.55
C 0.8046 -1.3397 -3.9715 -0.15 0.03 -0.26
C 1.8106 -1.4172 -3.0914 -0.32 0.00 -0.03
O 1.6178 -1.4911 -1.7822 0.15 0.00 0.05
C 3.2450 -1.4222 -3.5315 0.21 0.03 -0.48
O 4.1040 -1.4781 -2.6683 -0.24 0.01 0.15
C 3.5367 -1.3651 -4.9511 0.15 0.00 0.19
C 2.5301 -1.2900 -5.8317 0.33 -0.02 0.00
O 2.7203 -1.2354 -7.1401 -0.12 0.01 -0.07
H -0.2303 -1.3326 -3.6664 0.08 0.00 0.04
H 2.5029 -1.5295 -1.3774 0.07 0.02 0.06
H 4.5736 -1.3856 -5.2550 0.00 0.01 -0.03
H 1.8312 -1.1843 -7.5384 -0.09 0.01 -0.06
O 5.6795 0.6913 -1.1867 -0.06 -0.13 -0.19
C 6.4727 0.2574 -0.3752 0.09 0.33 0.32
C 6.9362 1.0172 0.7750 -0.12 -0.01 -0.15
C 7.8276 0.4786 1.6170 -0.17 0.31 -0.02
O 8.2899 1.1133 2.6830 0.09 -0.10 -0.06
C 8.3791 -0.9042 1.4109 -0.07 -0.39 -0.35
O 9.2016 -1.3114 2.2107 0.08 0.15 0.20
C 7.9031 -1.6723 0.2776 0.10 0.02 0.16
C 7.0049 -1.1407 -0.5686 0.19 -0.27 0.03
O 6.5366 -1.7982 -1.6116 -0.13 0.49 -0.17
H 6.5370 2.0120 0.9130 0.01 0.01 0.01
H 8.9139 0.5007 3.1189 0.01 0.01 0.20
H 8.2954 -2.6708 0.1492 -0.01 -0.01 -0.04
H 5.8822 -1.2188 -2.0758 0.12 -0.41 0.20
O 13.1860 5.1721 4.9134 -0.10 0.27 -0.03
C 12.4571 4.2024 4.9806 0.31 -0.46 0.09
C 12.9309 2.8469 5.2018 0.08 0.21 -0.03
C 12.0543 1.8358 5.2473 0.33 0.03 0.05
O 12.4167 0.5776 5.4474 -0.15 -0.04 -0.01
C 10.5793 2.0592 5.0710 -0.26 0.48 -0.10
O 9.8442 1.0861 5.1124 0.23 -0.30 0.01
C 10.1011 3.4115 4.8703 -0.13 -0.21 0.04
C 10.9773 4.4246 4.8287 -0.33 -0.06 -0.01
O 10.6136 5.6837 4.6511 0.13 0.07 0.00
H 13.9940 2.6991 5.3252 0.00 -0.03 0.00
H 11.5970 0.0502 5.4306 -0.05 -0.09 -0.01
H 9.0358 3.5576 4.7593 0.00 0.01 -0.03
H 11.4378 6.2057 4.6583 0.07 0.07 -0.01
O -3.9113 -5.8569 -1.5714 -0.09 0.25 0.14
C -3.1783 -6.4054 -0.7757 0.11 -0.42 -0.17
C -2.6842 -7.7644 -0.9502 -0.08 0.13 -0.05
C -1.8892 -8.3127 -0.0241 -0.15 -0.08 -0.32
O -1.4052 -9.5438 -0.1239 0.07 -0.02 0.12
C -1.4824 -7.5664 1.2122 -0.08 0.45 0.16
O -0.7722 -8.1385 2.0161 0.09 -0.23 -0.03
C -1.9553 -6.2025 1.3808 0.10 -0.12 0.09
C -2.7483 -5.6483 0.4551 0.13 0.03 0.25
O -3.2029 -4.4054 0.5716 -0.12 0.10 -0.12
H -2.9841 -8.2944 -1.8428 0.00 -0.02 0.00
H -0.8678 -9.6865 0.6768 0.05 -0.04 0.07
H -1.6429 -5.6707 2.2682 -0.02 0.02 0.00
H -3.7546 -4.2165 -0.2085 -0.04 -0.24 -0.17
O 10.0309 3.4878 10.9602 0.25 0.02 -0.08
C 9.1870 2.9521 10.2683 -0.45 0.06 0.22
C 7.7749 2.8971 10.6109 0.18 0.07 0.07
C 6.9155 2.2725 9.7949 0.02 0.19 0.31
O 5.6170 2.1864 10.0444 -0.05 -0.07 -0.11
C 7.3652 1.6139 8.5205 0.48 -0.02 -0.20
O 6.5271 1.0537 7.8431 -0.27 0.00 0.07
C 8.7750 1.6877 8.1697 -0.16 -0.12 -0.10
C 9.6309 2.3148 8.9836 -0.01 -0.14 -0.28
O 10.9288 2.4204 8.7166 0.03 0.08 0.09
H 7.4619 3.3717 11.5298 -0.03 -0.01 0.00
H 5.2340 1.6846 9.3011 -0.06 -0.06 -0.06
H 9.0933 1.2258 7.2466 -0.07 -0.04 0.01
H 11.3173 2.9139 9.4627 0.06 0.04 0.07
O -12.8253 -6.7978 0.9489 0.00 -0.29 -0.05
C -11.9039 -6.0583 0.6617 -0.11 0.53 0.18
C -11.8796 -4.6389 0.9688 -0.13 -0.21 0.03
C -10.8282 -3.8938 0.6002 -0.29 0.15 0.16
O -10.7497 -2.5950 0.8492 0.19 -0.13 -0.11
C -9.6570 -4.4905 -0.1322 -0.01 -0.40 -0.07
O -8.7479 -3.7482 -0.4436 0.12 0.18 0.00
C -9.6711 -5.9135 -0.4223 0.14 0.15 -0.04
C -10.7222 -6.6551 -0.0507 0.30 -0.02 -0.16
O -10.8033 -7.9574 -0.2793 -0.12 -0.04 0.05
H -12.7283 -4.2239 1.4930 0.00 0.03 -0.01
H -9.9049 -2.2759 0.4750 0.01 0.18 -0.02
H -8.8166 -6.3312 -0.9357 -0.01 -0.02 -0.01
H -11.6616 -8.2408 0.0873 -0.09 -0.04 0.03
O -4.6322 4.2539 -8.1486 0.13 -0.10 -0.23
C -5.3402 3.5566 -7.4504 -0.23 0.30 0.40
C -6.0718 4.0473 -6.2941 0.13 0.07 -0.15
C -6.8170 3.2021 -5.5714 0.08 0.32 -0.02
O -7.5105 3.5844 -4.5085 -0.04 -0.13 0.04
C -6.9213 1.7428 -5.9163 0.21 -0.27 -0.39
O -7.6027 1.0327 -5.1974 -0.07 0.11 0.30
C -6.2104 1.2556 -7.0826 -0.14 -0.10 0.17
C -5.4670 2.1016 -7.8092 -0.09 -0.33 0.01
O -4.7938 1.7264 -8.8835 0.07 0.13 -0.04
H -5.9874 5.0972 -6.0536 -0.01 0.00 0.03
H -7.9580 2.7860 -4.1752 -0.07 -0.06 0.04
H -6.3061 0.2080 -7.3299 0.02 0.00 -0.02
H -4.3430 2.5263 -9.2135 0.06 0.06 -0.05
O -2.3292 4.5247 -0.6945 0.27 -0.05 0.15
C -1.4447 5.3016 -0.9986 -0.07 0.37 0.09
C -1.4956 6.7189 -0.6830 -0.08 -0.15 -0.01
C -0.4972 7.5259 -1.0633 -0.31 0.02 0.18
O -0.4817 8.8244 -0.8050 0.12 0.05 -0.06
C 0.6919 7.0116 -1.8217 0.14 -0.45 -0.16
O 1.5476 7.8105 -2.1468 0.00 0.25 0.06
C 0.7558 5.5914 -2.1222 0.08 0.15 -0.02
C -0.2377 4.7780 -1.7402 0.28 -0.01 -0.16
O -0.2137 3.4729 -2.0008 -0.31 0.10 0.18
H -2.3570 7.0804 -0.1399 0.00 0.02 0.00
H 0.3463 9.1660 -1.1912 0.07 0.06 -0.04
H 1.6238 5.2313 -2.6558 -0.01 -0.04 -0.01
H -1.0310 3.0926 -1.6259 -0.07 0.05 0.00
```
Forces are in eV/Å.

## Properties
frontier orbital gap	7.51	eV
E	-5427.8670	a.u.
2S+1	1
charge	0
HOMO	-9.355	eV
M	1370.903	g/mol